[1]
A molecular structure, C22H23FeN2O3 in a non-equilibrium geometry, computed with wB97M-V/def2-TZVPD.

Last column: Mulliken spin population.
Atoms and positions in Å:
O: 1.5731 -2.8160 1.9413  -0.032
C: 1.0540 -1.7741 1.8349  -0.014
Fe: 0.6826 -0.0663 1.4980  2.832
C: 2.0005 0.5549 2.6438  0.047
O: 3.0369 0.6315 3.1657  0.055
C: 1.9562 -0.0513 0.2139  0.006
O: 2.9167 -0.1888 -0.4267  0.015
C: -1.1028 -0.0330 2.6483  0.339
C: -1.7267 -0.8409 1.5841  0.067
C: -0.8721 -0.6318 0.3733  0.274
C: -0.6010 0.7027 0.0127  -0.044
C: -0.6275 1.6807 1.0024  0.432
C: -0.6898 1.2662 2.3442  -0.062
H: -1.2875 -0.3042 3.6952  -0.030
H: -1.8183 -1.9034 1.8678  0.020
H: -2.7804 -0.5148 1.4131  0.076
H: -0.7731 -1.4347 -0.3638  -0.013
H: -0.3291 0.9487 -1.0216  0.002
H: -0.4542 2.7331 0.7660  0.001
H: -0.4638 1.9509 3.1682  -0.022
C: -1.5889 0.3788 6.7239  0.002
C: -2.0300 -1.0396 6.8260  0.000
C: -3.2198 -1.4725 6.2122  -0.003
N: -3.9663 -0.5558 5.4354  0.003
C: -3.3884 0.3318 4.5488  0.049
N: -4.4423 0.9548 3.9721  -0.006
C: -4.3850 2.0664 3.0385  0.000
C: -5.6606 0.4979 4.4926  0.001
C: -5.3637 -0.4300 5.4092  0.004
C: -3.6118 -2.8228 6.2970  0.001
C: -4.7801 -3.3574 5.5317  0.000
C: -2.8260 -3.7126 7.0455  0.000
C: -1.6581 -3.2960 7.6911  0.000
C: -0.8473 -4.2920 8.4632  0.000
C: -1.2721 -1.9573 7.5677  0.000
H: -0.5587 0.4677 7.1041  0.000
H: -1.6181 0.7170 5.6689  -0.002
H: -2.2252 1.0524 7.3234  0.000
H: -3.3566 2.2446 2.7030  0.004
H: -5.0187 1.8776 2.1557  -0.001
H: -4.7641 2.9838 3.5226  0.000
H: -6.6089 0.9054 4.1912  0.000
H: -6.0134 -0.9659 6.0690  0.001
H: -4.7636 -4.4555 5.5866  0.000
H: -5.7387 -3.0235 5.9553  0.000
H: -4.7334 -3.0723 4.4697  0.000
H: -3.1236 -4.7656 7.0992  0.000
H: 0.0071 -3.8063 8.9419  0.000
H: -1.4616 -4.7722 9.2356  0.000
H: -0.4743 -5.0839 7.7999  0.000
H: -0.3502 -1.6183 8.0488  0.000

2S+1: 5
Frontier orbital gap (alpha / beta): 7.174 / 4.378 eV
E_LUMO (alpha / beta): -3.4 / -6.3 eV
Total charge: +1

[2]
2 unconnected molecules or ions with the total composition C2H2ClNO2 in a non-equilibrium geometry, computed with wB97M-V/def2-TZVPD.

Last column: natural (NBO) charge in e.
Atoms and positions in Å:
C: 2.0451 0.6368 -0.3146  0.381
C: 0.8682 -1.1666 0.5234  -0.059
N: 0.0841 -1.7399 -0.1049  0.185
O: 1.8970 1.2550 0.6768  -0.474
O: -0.3997 -2.0940 -1.1486  -0.370
Cl: 3.3619 -0.6883 -0.3769  -0.117
H: 0.8622 -0.8696 1.5590  0.252
H: 2.0140 1.2247 -1.3015  0.202

SMILES: C#[N+][O-].O=CCl
Frontier orbital gap (alpha / beta): 9.023 / 9.023 eV
E_LUMO (alpha / beta): -1.1 / -1.1 eV
Energy relative to the best compared isomer or geometry (same formula, charge and spin): 106.94 kcal per mole
Total charge: 0

[3]
2 unconnected molecules or ions with the total composition C5H11ISi in a non-equilibrium geometry, computed with wB97M-V/def2-TZVPD.

Last column: natural (NBO) charge in e.
Atoms and positions in Å:
C: -0.4214 -0.0449 -1.7165  -0.846
C: -0.5343 -0.7844 -0.4544  -0.013
C: 0.3979 -1.9604 -0.5126  -0.638
C: -1.1922 -0.4515 0.6577  -0.450
C: 1.4029 0.9309 2.3404  -0.708
Si: -1.2701 1.3818 -2.2574  1.026
I: 1.6850 2.8418 1.2939  0.031
H: 0.2074 -0.5265 -2.3611  0.222
H: 1.3811 -1.6049 -0.9305  0.215
H: 0.6038 -2.4228 0.4663  0.218
H: -0.0378 -2.6767 -1.3783  0.217
H: -1.7526 0.3858 0.5685  0.185
H: -1.3154 -1.1217 1.6110  0.210
H: 0.4337 0.4867 1.9503  0.242
H: 2.1683 0.3194 1.9675  0.210
H: 1.3442 0.9877 3.4183  0.220
H: -2.5649 1.7424 -1.8226  -0.187
H: -0.5354 2.5174 -2.8406  -0.155

SMILES: C=C(C)C=[SiH2].CI
Frontier orbital gap: 7.108 eV
E_LUMO: -0.6 eV
Energy relative to the best compared isomer or geometry (same formula, charge and spin): 85.62 kcal per mole
Total charge: 0

[4]
A molecular structure, C15H25ClFNdO2P2 in a non-equilibrium geometry, computed with wB97M-V/def2-TZVPD.

Last column: Mulliken spin population.
Atoms and positions in Å:
C: 0.5537 -0.1245 -5.2603  0.000
C: 0.3703 -0.1316 -3.7997  0.002
H: 1.6257 -0.0477 -5.5239  0.000
H: 0.0018 0.7316 -5.7037  0.000
H: 0.1353 -1.0566 -5.6923  0.000
O: 1.2123 -0.0063 -2.8861  -0.001
Cl: -1.5080 -0.3851 -3.2322  -0.002
Nd: -0.2205 -0.1265 -0.9302  3.071
P: 0.1987 2.6561 -0.2840  -0.010
C: 1.5021 3.6289 0.5348  -0.001
C: 0.2675 3.3225 -1.9833  -0.002
H: 0.1317 4.4083 -1.9367  0.000
H: -1.2066 4.5877 0.2247  0.000
H: -0.5175 2.8871 -2.6131  0.000
H: -2.1946 3.1329 -0.1541  0.000
H: 2.4825 3.3023 0.1678  0.000
H: 1.2398 3.0960 -2.4342  0.000
C: -1.3002 3.5002 0.3706  0.000
H: 1.3664 4.6975 0.3158  0.000
H: -1.4106 3.2740 1.4409  0.000
H: 1.4657 3.4744 1.6202  0.000
P: 0.3756 -2.7735 0.0865  -0.011
C: 1.7923 -3.4219 1.0351  -0.001
C: -0.9937 -3.7121 0.8706  0.000
H: -0.1961 -3.3723 -2.2205  0.000
H: 0.4337 -4.7681 -1.2938  0.000
H: 1.5557 -3.5180 -1.9169  0.000
C: 0.5598 -3.6945 -1.4905  -0.001
H: -1.9336 -3.5212 0.3332  0.000
H: -0.7703 -4.7902 0.8452  0.000
H: 1.7777 -4.5222 1.0398  0.000
H: 1.7357 -3.0540 2.0682  0.000
H: -1.1189 -3.3839 1.9121  0.000
H: 2.7299 -3.0667 0.5897  0.000
C: 2.0558 -0.0479 0.1700  0.000
O: 3.1335 -0.0216 0.5821  0.005
F: -2.2162 0.4278 5.5444  0.000
C: -1.7686 0.3374 4.2489  0.001
C: -0.4847 0.7852 3.9606  -0.003
C: -0.0262 0.6667 2.6291  -0.002
C: -0.8510 0.1439 1.6487  -0.058
C: -2.1315 -0.2852 1.9614  0.017
C: -2.6093 -0.1991 3.2855  -0.003
H: 0.1529 1.2105 4.7358  0.000
H: 0.9938 1.0004 2.3962  -0.002
H: -2.7853 -0.6990 1.1876  -0.001
H: -3.6062 -0.5415 3.5499  0.000

2S+1: 4
Frontier orbital gap (alpha / beta): 5.879 / 5.920 eV
E_LUMO (alpha / beta): -8.0 / -8.0 eV
Total charge: +2

[5]
2 unconnected molecules or ions with the total composition C4H14N2O in a non-equilibrium geometry, computed with wB97M-V/def2-TZVPD.

Last column: natural (NBO) charge in e.
Atoms and positions in Å:
C: 0.7176 -0.2241 1.7612  -0.620
C: 0.4021 -0.8341 0.3810  -0.042
C: -0.6897 -1.8863 0.5259  -0.613
N: 0.0855 0.1899 -0.6155  -0.657
C: 1.2192 0.8486 -1.2360  -0.050
N: 1.5836 2.1672 -0.7796  -0.867
H: 1.0768 -0.9705 2.4755  0.205
H: -0.1668 0.2705 2.1632  0.201
H: 1.5176 0.5197 1.6946  0.197
H: 1.3213 -1.2178 0.0687  0.182
H: -1.1591 -2.0312 -0.4328  0.205
H: -1.4466 -1.6082 1.2570  0.206
H: -0.2213 -2.8133 0.8294  0.212
H: -0.6251 0.8369 -0.3183  0.373
H: 1.0083 0.9856 -2.2977  0.176
H: 2.1042 0.2112 -1.2122  0.174
H: 1.0616 2.9454 -1.1519  0.358
H: 1.6501 2.3628 0.2092  0.357
H: -3.3523 0.6519 -1.6187  0.471
H: -2.9314 -0.6599 -0.9426  0.474
O: -3.1557 0.2556 -0.7607  -0.943

SMILES: CC(C)NCN.O
Frontier orbital gap: 9.113 eV
E_LUMO: 0.9 eV
Energy relative to the best compared isomer or geometry (same formula, charge and spin): 28.48 kcal per mole
Total charge: 0

[6]
6 unconnected molecules or ions with the total composition C34H63F10NO14PS, computed with wB97M-V/def2-TZVPD.

Last column: Löwdin charge in e.
Atoms and positions in Å:
O: -3.8901 -0.6029 0.4369  0.127
C: -3.4410 -0.4148 -0.6507  -0.330
O: -3.0992 0.8110 -1.1361  -0.046
C: -1.7401 1.1601 -0.8654  -0.164
C: -0.7744 0.0372 -1.1938  -0.118
C: 0.6759 0.4941 -1.1373  -0.246
C: 1.0284 1.6665 -2.0535  -0.102
C: 2.5208 1.6858 -2.4640  -0.316
P: 2.8690 1.2907 -4.2808  0.916
O: 3.0339 -0.3574 -4.0715  -0.293
O: 1.3934 1.2687 -4.9341  -0.266
C: 3.4728 0.8486 -1.5955  -0.263
F: 3.8793 1.6531 -0.5089  -0.005
C: 2.9082 -0.4337 -0.9699  -0.195
C: 3.8021 -1.6822 -1.0737  -0.111
C: 3.9926 -2.3792 0.2680  -0.158
C: 2.7224 -2.9615 0.9491  -0.142
C: 2.6852 -2.7245 2.4664  -0.059
C: 1.6877 -1.6434 2.9093  -0.425
F: 0.5492 -2.2596 3.3485  0.110
F: 1.2724 -0.8202 1.9026  0.077
C: 2.1773 -0.7849 4.1210  -0.443
F: 2.8306 -1.5967 4.9497  0.148
F: 1.1366 -0.2702 4.7715  0.143
S: 3.2794 0.6896 3.6336  0.777
F: 3.5976 -0.0282 2.2361  -0.165
F: 2.0027 1.3792 2.9964  -0.125
F: 3.0121 1.4189 5.0016  -0.101
F: 4.5768 0.0205 4.2440  -0.118
F: 4.1420 1.8947 3.1160  -0.105
N: 1.5529 -0.6573 -1.5298  0.145
H: -3.2668 -1.2323 -1.3593  0.156
H: -1.5308 2.0642 -1.4317  0.090
H: -1.6314 1.4077 0.1978  0.140
H: -0.8789 -0.7783 -0.4712  0.126
H: -0.9703 -0.3793 -2.1877  0.142
H: 0.9201 0.7602 -0.1099  0.156
H: 0.3843 1.6019 -2.9317  0.105
H: 0.7353 2.5976 -1.5734  0.127
H: 2.8901 2.7025 -2.3318  0.116
H: 3.9665 -0.5896 -4.1617  0.066
H: 0.7461 0.7039 -4.4928  0.053
H: 4.3909 0.6301 -2.1407  0.126
H: 2.7783 -0.2153 0.0854  0.126
H: 4.7827 -1.3419 -1.4123  0.114
H: 3.4395 -2.3585 -1.8507  0.125
H: 4.5225 -1.7072 0.9377  0.101
H: 4.6700 -3.2181 0.1034  0.122
H: 2.7605 -4.0381 0.7869  0.116
H: 1.7951 -2.6406 0.4850  0.081
H: 2.3617 -3.6176 2.9951  0.136
H: 3.6816 -2.4782 2.8235  0.121
H: 1.1039 -1.5124 -1.1901  0.117
H: 1.5942 -0.7504 -2.5483  0.155
O: 6.9158 0.4144 -0.9264  0.089
C: 6.9105 1.4933 -0.3964  -0.538
O: 7.0135 2.5886 -1.1686  0.000
C: 6.8464 3.9185 -0.6627  -0.234
C: 8.1297 4.4756 -0.0847  -0.057
C: 6.8357 1.6397 1.1062  0.020
H: 6.0224 3.9554 0.0515  0.110
H: 6.5415 4.5026 -1.5290  0.124
H: 8.4661 3.9008 0.7782  0.071
H: 7.9850 5.5094 0.2285  0.085
H: 8.9213 4.4449 -0.8324  0.087
H: 7.8374 1.5733 1.5285  0.102
H: 6.2438 0.8114 1.4873  0.073
H: 6.3711 2.5636 1.4402  0.070
O: -4.5076 -4.2473 1.3686  0.102
C: -4.0648 -3.7889 2.3848  -0.521
O: -3.1194 -4.4967 3.0434  -0.009
C: -2.3971 -3.9719 4.1606  -0.247
C: -3.1384 -4.1670 5.4664  -0.058
C: -4.5634 -2.4887 2.9700  0.015
H: -2.1327 -2.9270 3.9904  0.101
H: -1.4653 -4.5358 4.1731  0.118
H: -4.0822 -3.6224 5.4770  0.070
H: -2.5318 -3.8177 6.3022  0.083
H: -3.3631 -5.2227 5.6152  0.085
H: -5.4429 -2.6860 3.5824  0.099
H: -4.8435 -1.8396 2.1494  0.059
H: -3.8251 -1.9639 3.5714  0.073
O: 0.3166 -3.3383 -1.3015  0.043
C: 0.0329 -4.5138 -1.4222  -0.512
O: -1.0161 -4.9528 -0.7495  0.028
C: -1.5797 -6.2715 -0.9037  -0.202
C: -0.8845 -7.2871 -0.0259  -0.052
C: 0.8745 -5.4567 -2.2406  0.032
H: -1.5838 -6.5586 -1.9551  0.117
H: -2.6168 -6.1538 -0.5998  0.128
H: 0.1642 -7.4115 -0.2993  0.070
H: -1.3770 -8.2542 -0.1151  0.089
H: -0.9237 -6.9714 1.0162  0.085
H: 1.6895 -5.8206 -1.6152  0.099
H: 1.2962 -4.9056 -3.0774  0.093
H: 0.3268 -6.3073 -2.6353  0.080
O: -8.8243 1.1484 -4.5140  0.113
C: -8.4649 1.2823 -3.3797  -0.527
O: -7.6138 2.2911 -3.0894  -0.001
C: -7.2474 2.6373 -1.7533  -0.235
C: -6.0804 1.8094 -1.2566  -0.069
C: -8.8776 0.3192 -2.2888  0.012
H: -8.1101 2.5792 -1.0881  0.112
H: -6.9625 3.6869 -1.8091  0.121
H: -6.3379 0.7503 -1.2044  0.069
H: -5.7736 2.1338 -0.2616  0.086
H: -5.2357 1.9147 -1.9335  0.075
H: -8.1954 -0.5300 -2.3017  0.094
H: -9.8779 -0.0371 -2.5187  0.092
H: -8.8900 0.7472 -1.2899  0.068
O: -1.8238 4.0639 -2.0164  0.080
C: -2.1003 4.9499 -1.2445  -0.515
O: -2.8581 5.9525 -1.6894  0.016
C: -3.3952 6.9807 -0.8419  -0.222
C: -2.4177 8.1173 -0.6372  -0.059
C: -1.5572 4.9933 0.1651  0.026
H: -3.7419 6.5549 0.1002  0.113
H: -4.2762 7.3333 -1.3731  0.127
H: -1.5166 7.7890 -0.1185  0.069
H: -2.8812 8.9083 -0.0487  0.086
H: -2.1155 8.5297 -1.5992  0.087
H: -0.5731 5.4608 0.1393  0.099
H: -1.4509 3.9737 0.5281  0.076
H: -2.1845 5.5343 0.8672  0.075

Frontier orbital gap: 9.363 eV
E_LUMO: -2.0 eV
Total charge: +1